Computed, not measured: a structure of composition C30H86Cu3N4O15P, with ωB97M-V/def2-TZVPD.

## Properties
Charge ... 0
Frontier orbital gap ... 0.29420 hartree
HOMO energy ... -7.597 eV
Calculated total energy ... -7805.09461 a.u.
Lowest unoccupied orbital energy ... 0.408 eV

Positions of all 139 atoms, in Å:
Cu  11.67023  -0.51298  -28.21302
Cu  11.11950  3.47404  -26.04114
Cu  11.17485  -1.01963  -23.82643
P  11.35384  0.80873  -25.81475
O  11.79816  -0.67302  -25.90223
O  12.48736  1.69405  -25.19312
O  10.15431  0.88985  -24.87492
O  10.96814  1.31454  -27.25139
C  15.64366  4.50638  -26.50948
C  14.72030  3.39125  -26.88166
O  14.99713  2.37939  -25.95589
H  16.70342  4.25533  -26.55368
H  15.43511  4.79608  -25.47958
H  15.56974  5.34385  -27.20323
H  14.92293  3.04291  -27.89443
H  13.66520  3.62620  -26.74139
H  14.14028  2.04137  -25.68545
C  7.11960  2.12284  -23.82560
C  7.46554  2.74777  -25.21471
O  8.83637  3.03003  -25.11112
H  6.05083  1.91594  -23.77067
H  7.42890  2.74615  -22.98659
H  7.65030  1.17187  -23.77981
H  6.91197  3.66068  -25.43439
H  7.25077  2.08705  -26.05461
H  9.30596  2.19452  -25.05645
C  14.94442  -1.06803  -22.18568
C  14.57938  -0.04357  -23.22943
O  13.18379  0.20293  -23.20499
H  14.60887  -0.66191  -21.23144
H  16.03045  -1.15540  -22.15391
H  14.56434  -2.07139  -22.37777
H  14.73410  -0.32831  -24.27014
H  15.18572  0.83696  -23.01704
H  12.98019  0.75928  -23.96038
C  11.03819  1.18358  -20.31835
C  10.53949  1.76570  -21.62203
O  9.75536  0.82710  -22.28749
H  11.54054  0.22431  -20.44302
H  10.21638  1.06015  -19.61302
H  11.72061  1.87209  -19.81997
H  11.41357  1.96835  -22.24093
H  10.00597  2.69888  -21.44138
H  9.83867  0.94151  -23.23700
C  7.55906  -0.28147  -30.42912
C  8.04916  0.42169  -29.19970
O  9.44176  0.53831  -29.21566
H  6.47359  -0.32609  -30.34033
H  7.88600  -1.32111  -30.40975
H  7.88955  0.22078  -31.33830
H  7.68191  -0.03249  -28.27939
H  7.62616  1.41488  -29.35047
H  9.73181  0.88474  -28.36862
C  13.48530  5.04998  -22.00566
C  13.77488  3.88290  -22.93103
O  12.73477  3.83547  -23.92336
H  12.57658  4.81573  -21.45118
H  13.24587  5.92820  -22.60524
H  14.24417  5.31502  -21.26947
H  13.77003  2.97069  -22.33441
H  14.73805  4.00313  -23.42695
H  12.79421  2.99337  -24.38045
C  6.42319  -1.66574  -24.53466
C  7.93181  -1.65593  -24.76426
O  8.21386  -0.89255  -25.92995
H  5.96278  -0.70308  -24.31240
H  6.27223  -2.32008  -23.67609
H  5.90433  -2.10129  -25.38859
H  8.29499  -2.67744  -24.87696
H  8.54207  -1.24946  -23.95775
H  8.91881  -0.26816  -25.74345
C  15.96558  -0.01269  -27.87116
C  14.43000  -0.04602  -28.16157
C  14.22018  0.01894  -29.70818
O  12.86232  0.06168  -30.01249
C  12.59839  0.52782  -31.30768
N  13.88205  -1.22785  -27.57693
H  16.22449  -0.08118  -26.81457
H  16.43031  0.90949  -28.22005
H  16.58006  -0.73020  -28.41493
H  13.94715  0.82857  -27.72562
H  14.61511  -0.83578  -30.25734
H  14.74212  0.88984  -30.10469
H  12.82576  1.56711  -31.54488
H  11.54378  0.38816  -31.54514
H  13.09177  -0.13333  -32.02012
H  13.54468  -1.04110  -26.64344
H  14.55255  -1.98315  -27.58413
C  10.90660  -3.68151  -20.41402
C  11.28907  -2.97834  -21.76111
C  12.05287  -3.88066  -22.72660
O  12.47424  -2.96582  -23.74046
C  13.27025  -3.54312  -24.69004
N  10.01784  -2.53010  -22.32754
H  11.80294  -4.05308  -19.91739
H  10.31546  -4.56317  -20.66166
H  10.34816  -3.08245  -19.69474
H  11.98851  -2.19687  -21.46415
H  11.34309  -4.63022  -23.07659
H  12.85788  -4.38839  -22.19531
H  14.13442  -3.94049  -24.15769
H  13.55374  -2.81945  -25.45427
H  12.75787  -4.36332  -25.19287
H  9.50922  -1.98180  -21.64873
H  9.36029  -3.29163  -22.41586
C  9.26784  -4.45084  -27.70129
C  10.61983  -3.93455  -27.13460
C  11.90050  -4.48128  -27.88398
O  12.07362  -5.88996  -27.74152
C  13.02807  -6.44987  -28.62268
N  10.51777  -2.47585  -27.30300
H  9.07069  -4.18211  -28.73909
H  8.39996  -4.13848  -27.12050
H  9.16588  -5.53521  -27.65848
H  10.64204  -4.21415  -26.08131
H  12.77737  -3.98556  -27.46748
H  11.76052  -4.25311  -28.94059
H  12.98712  -7.53886  -28.60023
H  13.99273  -6.05024  -28.30989
H  12.92283  -6.15142  -29.66574
H  11.03537  -2.04449  -26.55060
H  9.58373  -2.25647  -26.98749
C  10.51652  5.54246  -30.01614
C  10.97682  4.16105  -29.69990
C  12.51323  4.05385  -29.62533
O  13.00135  4.24393  -30.95331
C  14.37936  4.00427  -31.09560
N  10.40659  3.72577  -28.42952
H  10.67097  6.21250  -29.17039
H  9.43439  5.61385  -30.12569
H  11.01304  5.97301  -30.88573
H  10.60406  3.49100  -30.47462
H  12.86273  3.11306  -29.20004
H  12.91750  4.80454  -28.94627
H  14.93419  4.62950  -30.39605
H  14.73741  4.20243  -32.10586
H  14.64904  2.97813  -30.84577
H  9.40197  3.68790  -28.52645
H  10.66050  2.75441  -28.31957

Force components x, y, z for each atom (eV/Å):
-0.2 -0.8 -0.5
-0.4 0.1 -0.5
-0.1 -0.4 0.2
0.6 -0.2 -1.0
0.3 1.2 1.1
-0.7 -0.4 -1.5
-0.5 -0.5 0.1
0.7 -0.3 1.6
0.2 1.1 -0.3
0.7 -0.2 0.5
0.5 -0.9 0.3
-0.1 -0.6 0.0
-0.1 0.3 -0.1
-0.3 0.3 0.2
-0.2 0.0 -0.4
-0.2 0.6 -0.5
-0.4 -0.6 0.2
-0.7 -0.1 -1.4
-0.2 -0.2 1.5
0.6 2.0 -1.0
-0.1 0.0 0.2
0.0 0.1 -0.3
-0.1 0.0 0.2
0.1 0.2 0.3
0.0 -0.4 0.1
0.3 -1.0 0.3
0.4 0.0 -0.3
-0.5 -0.5 -0.6
-0.2 -0.4 1.7
-0.1 -0.3 0.2
0.1 0.0 0.1
-0.3 0.1 0.1
0.9 -0.4 0.0
-0.2 0.4 -0.1
-0.2 0.8 -0.6
-0.3 0.3 0.6
1.2 -0.1 0.1
-0.8 -1.1 0.7
0.0 0.0 -0.2
-0.2 -0.2 0.0
0.2 0.1 -0.1
0.1 0.4 -0.1
-0.2 0.1 0.0
0.1 0.3 -0.6
-0.1 -1.1 0.5
-0.5 0.7 -0.7
0.5 -0.4 -0.6
-0.1 0.2 -0.4
0.2 -0.1 -0.3
-0.1 -0.1 0.0
0.0 0.0 0.0
-0.2 0.5 0.7
0.3 0.2 0.5
-0.7 0.1 -0.1
-0.3 0.5 0.0
0.3 1.2 0.8
-0.1 0.0 0.1
0.2 0.1 0.0
0.3 -0.3 -0.2
0.1 -0.3 -0.1
0.2 -0.1 0.0
-0.1 -0.6 0.0
0.5 -0.5 0.5
-0.2 0.9 -0.5
-0.4 -0.5 -0.6
0.4 0.1 -0.1
-0.4 -0.1 0.1
0.1 0.0 -0.1
0.0 -0.3 -0.3
-0.5 0.1 0.4
0.4 0.4 0.4
0.2 1.1 -0.5
2.3 0.0 -1.1
0.6 -0.2 0.8
-1.0 0.8 0.6
-0.8 -0.8 -1.1
-0.9 -0.5 -0.3
-0.4 -0.1 0.0
-0.2 0.5 0.1
-0.5 -0.7 -0.1
0.0 0.1 0.0
0.5 -0.4 0.3
0.0 0.3 0.1
0.4 0.2 0.6
-0.2 0.1 0.5
0.4 0.1 -0.2
-0.1 -0.2 0.2
0.0 -0.1 0.0
1.1 -0.8 -0.7
-0.8 -1.3 2.6
-1.1 1.4 0.5
-1.3 0.1 1.3
0.9 -0.9 -0.8
0.5 1.3 -0.8
0.1 0.0 0.2
-0.2 -0.1 0.1
0.1 0.3 -0.3
-0.4 0.7 -0.5
0.1 -0.3 -0.6
0.4 0.1 -0.2
0.5 -0.2 -0.4
0.0 0.1 0.3
0.0 -0.2 -0.1
0.3 0.8 0.1
0.3 -0.7 -0.6
0.3 -1.3 0.1
-0.8 -0.6 -1.6
-1.2 -0.2 0.5
-1.0 -0.2 0.0
0.3 0.8 0.3
0.5 -0.5 0.4
0.3 0.3 0.0
0.2 0.6 0.2
0.4 -0.2 -0.1
0.3 -0.1 0.2
0.2 0.3 -0.2
0.2 0.3 -0.1
0.0 0.1 0.4
0.5 -0.4 -0.1
-0.5 0.2 -0.2
0.5 0.1 0.0
-0.6 0.4 -0.4
-0.3 1.2 0.2
0.5 -0.3 0.2
-0.4 0.2 -0.6
-0.1 -0.2 -0.1
0.3 0.1 0.6
0.4 -0.1 0.7
0.5 0.0 0.2
-0.1 -0.3 -0.4
-0.1 -0.1 0.0
0.3 -0.2 -0.3
-0.2 -0.5 -0.2
0.0 0.5 0.0
0.2 0.3 0.0
-0.4 0.1 0.0
-0.1 -0.3 0.0
-0.3 0.3 0.2
0.1 -0.3 0.2